137
Properties=species:S:1:pos:R:3:forces:R:3:lowdin_charge:R:1 method="wB97M-V/def2-TZVPD" e_above_lowest_ev=0.000 total_energy_ev=-130942.870 total_charge=+2 orbital_gap_ev=6.449
Bi 0.697 -0.073 0.371 0.2 0.3 -1.1 1.43
O 1.661 2.667 -2.130 -0.1 -0.3 0.1 -0.51
S 1.298 1.241 -2.487 0.3 0.5 0.2 0.81
C 2.873 0.604 -3.097 -0.1 0.0 0.0 -0.36
C 3.206 0.638 -4.443 0.0 0.0 0.1 -0.05
C 4.526 0.463 -4.838 0.0 0.0 0.0 -0.03
C 5.513 0.278 -3.886 0.0 0.0 0.0 -0.03
C 5.171 0.193 -2.543 0.0 0.0 0.0 -0.08
C 3.849 0.318 -2.126 -0.1 0.0 0.0 -0.36
P 3.556 0.014 -0.332 0.2 -0.3 0.0 0.99
C 4.796 1.083 0.481 -0.2 0.3 0.0 -0.36
C 4.600 2.465 0.361 0.0 0.0 -0.1 -0.11
C 5.459 3.359 0.978 0.0 0.0 0.0 -0.06
C 6.533 2.886 1.721 0.0 0.0 0.0 -0.06
C 6.757 1.520 1.815 0.0 0.0 0.0 -0.05
C 5.895 0.617 1.201 0.0 0.1 0.0 -0.07
C 4.182 -1.673 -0.014 -0.1 0.1 0.0 -0.40
C 4.608 -2.558 -0.998 0.0 0.0 0.0 -0.09
C 5.050 -3.826 -0.648 0.0 0.0 0.0 -0.05
C 5.057 -4.227 0.682 0.0 0.0 -0.1 -0.06
C 4.621 -3.353 1.668 0.0 0.0 0.0 -0.06
C 4.189 -2.083 1.319 0.0 0.0 0.1 -0.14
C 0.228 1.418 -3.909 0.1 0.1 0.1 -0.39
C 0.598 2.409 -4.818 0.0 0.1 -0.1 -0.08
C -0.211 2.672 -5.907 0.0 0.0 0.0 -0.04
C -1.388 1.951 -6.075 0.0 0.0 0.1 -0.03
C -1.762 0.998 -5.140 0.0 0.0 -0.2 -0.07
C -0.981 0.729 -4.014 0.0 -0.4 -0.1 -0.35
P -1.407 -0.597 -2.800 -0.1 0.0 -0.1 1.03
C -1.146 -2.068 -3.907 -0.1 0.1 0.0 -0.37
C -2.065 -3.109 -4.018 0.0 0.1 0.0 -0.08
C -1.798 -4.208 -4.830 0.0 0.0 0.0 -0.07
C -0.605 -4.291 -5.530 0.0 0.0 0.0 -0.08
C 0.330 -3.269 -5.410 0.0 0.0 0.0 -0.08
C 0.061 -2.172 -4.607 -0.1 0.1 0.0 -0.16
C -3.219 -0.590 -2.561 0.0 -0.1 0.0 -0.39
C -4.208 0.129 -3.229 0.0 0.0 0.0 -0.08
C -5.552 -0.116 -2.968 0.0 0.1 0.0 -0.06
C -5.925 -1.063 -2.028 0.0 0.0 0.1 -0.07
C -4.950 -1.756 -1.322 0.0 0.0 0.0 -0.07
C -3.610 -1.513 -1.583 -0.1 0.0 -0.1 -0.16
H 2.448 0.818 -5.191 0.0 0.0 0.0 0.11
H 4.780 0.505 -5.889 0.0 0.0 0.0 0.12
H 6.551 0.194 -4.183 0.0 0.0 0.0 0.12
H 5.945 0.014 -1.806 0.0 0.0 0.0 0.12
H 3.800 2.846 -0.269 0.0 0.0 0.0 0.09
H 5.300 4.425 0.869 0.0 0.0 0.0 0.11
H 7.205 3.581 2.209 0.0 0.0 0.0 0.12
H 7.615 1.147 2.360 0.0 0.0 0.0 0.12
H 6.100 -0.440 1.277 0.0 0.0 0.0 0.10
H 4.587 -2.272 -2.040 0.0 0.0 0.0 0.10
H 5.388 -4.505 -1.421 0.0 0.0 0.0 0.11
H 5.400 -5.219 0.947 0.0 0.0 0.0 0.11
H 4.623 -3.662 2.706 0.0 0.0 0.0 0.11
H 3.872 -1.393 2.097 0.0 0.0 0.0 0.10
H 1.505 2.977 -4.656 0.0 0.0 0.0 0.12
H 0.080 3.427 -6.627 0.0 0.0 0.0 0.12
H -2.017 2.134 -6.938 0.0 0.0 0.0 0.12
H -2.668 0.433 -5.299 0.1 -0.1 -0.1 0.10
H -3.006 -3.071 -3.487 0.0 0.0 0.0 0.10
H -2.537 -4.993 -4.925 0.0 0.0 0.0 0.11
H -0.406 -5.143 -6.168 0.0 0.0 0.0 0.11
H 1.268 -3.325 -5.951 -0.1 0.0 0.0 0.11
H 0.807 -1.388 -4.527 0.0 0.0 0.0 0.08
H -3.952 0.884 -3.956 -0.1 0.0 0.1 0.08
H -6.311 0.430 -3.516 0.0 0.0 0.0 0.11
H -6.974 -1.254 -1.834 0.0 0.0 0.0 0.11
H -5.232 -2.484 -0.571 0.0 0.0 0.0 0.11
H -2.849 -2.081 -1.053 0.0 0.0 0.1 0.09
N 0.424 -4.411 -1.480 0.1 0.0 -0.1 0.13
C 0.742 -3.316 -0.785 0.1 -0.1 0.3 -0.80
S 1.274 -1.932 -1.661 0.3 0.0 0.6 0.56
N 0.642 -3.446 0.537 -0.2 0.0 -0.2 0.00
N 0.869 -2.330 1.244 0.3 0.2 -0.1 -0.19
C 1.049 -2.457 2.502 0.1 0.1 0.2 -0.11
C 1.364 -1.287 3.322 -0.1 0.0 -0.2 -0.28
C 1.714 -1.452 4.651 0.0 -0.1 0.2 0.01
C 2.131 -0.355 5.387 0.0 0.0 0.1 -0.01
C 2.165 0.888 4.777 0.1 0.0 0.1 -0.03
C 1.761 0.988 3.460 -0.1 -0.1 -0.1 -0.13
N 1.371 -0.071 2.736 0.2 -0.1 0.2 -0.04
H 0.474 -4.403 -2.483 0.0 0.0 -0.1 0.09
H 0.196 -5.261 -0.989 0.0 0.0 0.0 0.12
H 1.051 -3.447 2.947 0.0 0.0 0.1 0.14
H 1.678 -2.443 5.088 0.0 0.1 0.0 0.13
H 2.422 -0.470 6.424 0.0 0.0 0.0 0.13
H 2.485 1.773 5.310 0.0 0.0 0.0 0.13
H 1.725 1.951 2.976 0.0 0.0 0.0 0.09
N 1.307 2.510 0.731 0.0 0.1 0.0 -0.10
C 0.502 3.570 1.405 0.0 -0.1 -0.1 -0.23
C -0.327 4.399 0.430 -0.1 -0.1 0.0 -0.17
C -1.586 3.708 -0.071 0.2 -0.2 -0.1 -0.26
N -1.230 2.508 -0.863 0.0 0.1 0.0 0.00
H 2.255 2.505 1.095 0.0 0.1 0.0 0.03
H 1.413 2.761 -0.259 0.0 -0.1 0.0 0.00
H 1.165 4.244 1.950 0.1 0.0 0.0 0.12
H -0.165 3.104 2.135 0.0 0.0 0.1 0.08
H 0.290 4.692 -0.429 0.0 0.1 0.1 0.12
H -0.621 5.317 0.942 0.0 0.0 0.0 0.12
H -2.174 4.420 -0.655 -0.1 0.0 0.0 0.12
H -2.188 3.404 0.788 0.0 0.0 0.0 0.07
H -0.591 2.819 -1.593 0.0 0.0 0.0 0.03
H -2.045 2.159 -1.358 -0.1 -0.1 0.1 0.05
C -7.021 1.110 1.035 0.0 0.0 0.0 -0.07
C -6.059 1.868 0.378 0.0 0.0 0.0 -0.07
C -4.713 1.591 0.568 0.1 -0.1 0.0 -0.15
C -4.318 0.567 1.430 0.1 0.0 -0.2 -0.38
C -5.284 -0.200 2.076 0.0 0.1 -0.1 -0.11
C -6.632 0.079 1.879 0.0 0.0 0.0 -0.06
Sb -2.242 0.266 1.831 -0.5 -0.2 0.8 1.45
C -2.128 1.740 3.389 -0.1 0.0 0.0 -0.39
C -2.981 2.843 3.408 0.1 0.0 0.0 -0.12
C -2.945 3.741 4.469 0.0 0.0 0.0 -0.06
C -2.071 3.537 5.528 0.0 0.0 0.0 -0.07
C -1.225 2.436 5.521 0.0 0.0 0.0 -0.07
C -1.251 1.548 4.455 0.0 0.0 0.0 -0.17
C -2.430 -1.405 3.162 -0.1 0.0 -0.1 -0.40
C -2.955 -1.268 4.449 0.0 -0.1 0.0 -0.13
C -3.124 -2.383 5.260 0.0 0.0 0.0 -0.06
C -2.784 -3.648 4.791 0.0 0.1 0.0 -0.07
C -2.277 -3.796 3.508 0.0 0.0 0.0 -0.08
C -2.101 -2.680 2.699 -0.1 0.1 0.0 -0.16
H -8.073 1.320 0.885 0.0 0.0 0.0 0.11
H -6.357 2.676 -0.279 0.0 0.0 0.0 0.11
H -3.975 2.191 0.044 0.0 0.0 0.0 0.08
H -5.003 -1.009 2.737 0.0 0.0 0.0 0.09
H -7.379 -0.514 2.393 0.0 0.0 0.0 0.11
H -3.702 2.995 2.614 0.0 0.0 0.0 0.09
H -3.614 4.593 4.473 0.0 0.0 0.0 0.11
H -2.063 4.224 6.365 0.0 0.0 0.0 0.11
H -0.560 2.258 6.359 0.0 0.0 0.0 0.11
H -0.615 0.671 4.483 0.0 0.0 0.0 0.08
H -3.252 -0.295 4.823 0.0 0.0 0.0 0.10
H -3.534 -2.266 6.255 0.0 0.0 0.0 0.11
H -2.932 -4.518 5.420 0.0 0.0 0.0 0.11
H -2.030 -4.782 3.131 0.0 0.0 0.0 0.11
H -1.716 -2.821 1.693 0.0 0.0 0.0 0.07